# 1
130
Properties=species:S:1:pos:R:3 method="wB97M-V/def2-TZVPD" homo_energy_ha=-0.236 total_charge=0 gap_ev=5.7 largest_force_ev_per_a=2.495 total_energy_ha=-4478.31719
Ti 0.29649 -0.05396 -0.17087
C 1.61382 -3.24692 -2.85658
C 1.64732 -1.93169 -2.40140
N 1.16540 -1.85213 -1.15874
N 0.82966 -3.11342 -0.79751
C 1.07418 -3.96128 -1.80541
B 0.06172 -3.30933 0.53447
N 0.73758 -2.43908 1.64064
C 1.19266 -2.85461 2.82825
C 1.48380 -1.74740 3.60567
C 1.15658 -0.66170 2.80479
N 0.71385 -1.08341 1.61735
N -1.36948 -2.76377 0.28140
C -2.54241 -3.40529 0.15883
C -3.48348 -2.50383 -0.29528
C -2.78172 -1.30979 -0.43447
N -1.51142 -1.45818 -0.08951
N 0.09452 -4.75304 0.98162
C 1.14658 -5.61096 0.90152
C 0.84466 -6.71807 1.64727
C -0.43492 -6.43988 2.17432
N -0.87746 -5.25924 1.78284
H 1.93237 -3.62116 -3.81361
H 1.99529 -1.04560 -2.90672
H 0.84776 -5.01116 -1.71969
H 1.28179 -3.90590 3.05309
H 1.86565 -1.73227 4.61137
H 1.17425 0.38898 3.04699
H -2.62290 -4.44473 0.42575
H -4.52482 -2.68933 -0.49558
H -3.13953 -0.35980 -0.78915
H 2.02899 -5.36949 0.33156
H 1.45255 -7.59356 1.79987
H -1.04448 -7.05415 2.81995
C -5.24856 1.16842 -5.29798
C -5.52454 0.84125 -3.83174
C -4.51419 1.47099 -2.89105
N -3.16691 0.94252 -3.18381
C -2.04495 1.30534 -2.59243
S -0.71788 0.25463 -2.55831
N -1.94055 2.56729 -2.07846
C -2.42952 3.79336 -2.60081
O -2.56172 4.73654 -1.87218
C -2.67951 3.87803 -4.07389
C -3.60716 4.81845 -4.50886
C -3.85870 4.97017 -5.86280
C -3.16628 4.19579 -6.78718
C -2.20880 3.28835 -6.35622
C -1.96628 3.12523 -4.99988
H -6.01480 0.73387 -5.93926
H -4.28145 0.77936 -5.62231
H -5.23972 2.24972 -5.45749
H -5.52974 -0.24315 -3.68140
H -6.51191 1.20907 -3.55000
H -4.76814 1.25541 -1.85098
H -4.52634 2.54881 -3.02155
H -3.13373 -0.01671 -3.50715
H -1.37036 2.65042 -1.23925
H -4.12158 5.42322 -3.77203
H -4.58628 5.69690 -6.19910
H -3.37312 4.30393 -7.84427
H -1.64344 2.70960 -7.07459
H -1.19368 2.43639 -4.67431
N 6.40795 3.35057 -2.97772
C 5.47712 2.82891 -2.54930
C 4.30597 2.17617 -2.00894
C 3.05391 2.78232 -2.11701
C 1.94144 2.15445 -1.58873
C 2.01180 0.91728 -0.93253
C 3.28365 0.33544 -0.86453
C 4.41776 0.94182 -1.38485
H 2.96692 3.73912 -2.61655
H 0.98688 2.65697 -1.68198
H 3.40507 -0.62925 -0.38254
H 5.38649 0.46246 -1.31866
C -8.55549 4.24578 2.29431
C -7.22391 3.54186 2.21380
C -6.12271 4.14981 1.64125
C -4.87828 3.51713 1.56459
C -3.73653 4.33018 1.00016
C -4.74039 2.21750 2.07036
Te -2.84412 1.21240 1.94525
N -0.23561 1.43407 0.67366
C 0.19125 2.37597 1.61226
O -0.45773 2.77773 2.55716
C 1.54797 3.03497 1.46812
C 1.55518 4.41891 1.31711
C 2.75367 5.11106 1.22889
C 3.96086 4.42779 1.31374
C 3.95652 3.05330 1.50069
C 2.75541 2.36075 1.57479
C -2.66089 0.83314 4.02412
C -2.77086 1.85274 4.97838
C -2.94795 3.30351 4.61101
C -2.69431 1.51529 6.32923
C -2.50533 0.21238 6.75805
C -2.43107 -0.13372 8.22360
C -2.37126 -0.77834 5.79374
C -2.43878 -0.49349 4.43382
C -2.31282 -1.65228 3.46939
C -5.86292 1.56977 2.62863
C -5.80478 0.15482 3.14773
C -7.07369 2.24880 2.70291
H -8.44840 5.31274 2.09888
H -9.00643 4.11757 3.27952
H -9.25464 3.83752 1.56021
H -6.21206 5.16302 1.25714
H -3.40969 5.06804 1.73920
H -4.04141 4.86376 0.10368
H -2.87311 3.71614 0.76307
H 0.61199 4.95024 1.26449
H 2.74371 6.18646 1.09995
H 4.89768 4.96586 1.24018
H 4.89103 2.51211 1.58524
H 2.77403 1.28889 1.71158
H -2.10299 3.63612 4.00528
H -3.01001 3.91883 5.50879
H -3.85502 3.46003 4.02760
H -2.77711 2.30759 7.06728
H -2.66761 0.72540 8.85100
H -1.42984 -0.48238 8.48770
H -3.12719 -0.93920 8.46557
H -2.21573 -1.80712 6.10786
H -1.73376 -2.46011 3.92040
H -1.82614 -1.36063 2.54054
H -3.29801 -2.05026 3.21009
H -5.46623 -0.52795 2.36436
H -6.78890 -0.16287 3.49325
H -5.10353 0.06465 3.97922
H -7.92583 1.75321 3.15994

---

# 2
136
Properties=species:S:1:pos:R:3 method="wB97M-V/def2-TZVPD" homo_energy_ha=-0.067 total_charge=-2 gap_ev=5.6 largest_force_ev_per_a=2.241 total_energy_ha=-5308.36497
Sc -0.35110 0.01090 -0.44580
C 0.44470 0.38360 6.89640
C 0.24770 0.65910 5.43350
C 0.88590 1.70920 4.78280
C 0.63570 1.96750 3.45580
C -0.28460 1.22420 2.67900
N -0.66580 1.63840 1.42550
C -0.76990 2.98370 1.21810
C -0.80720 3.93700 2.27180
C -0.58400 5.27910 2.08200
C -0.37880 5.78550 0.80390
C 0.09680 7.18450 0.53240
C -0.66810 4.92920 -0.24950
C -0.93050 3.58040 -0.07510
C -1.54950 2.77030 -1.20830
O -0.99410 1.58230 -1.47230
C -3.06040 2.64460 -0.80660
F -3.67120 3.84800 -0.62310
F -3.81780 2.02440 -1.73390
F -3.25920 1.98910 0.32930
C -1.62670 3.53770 -2.55920
F -2.13660 2.76090 -3.52640
F -2.39390 4.66030 -2.60240
F -0.43010 3.92830 -2.99660
C -0.70080 0.00130 3.28960
C -0.50000 -0.20450 4.64660
C -1.15600 -1.17210 2.42480
O -0.45890 -1.24080 1.26870
C -2.70260 -1.07950 2.29940
F -3.30460 -1.22170 3.51580
F -3.14090 0.09350 1.87360
F -3.26640 -2.03270 1.53210
C -0.95290 -2.57710 3.10140
F -1.77390 -2.92890 4.12220
F 0.27900 -2.77710 3.59900
F -1.12820 -3.54980 2.19490
H 0.85290 1.25490 7.40580
H 1.13710 -0.44700 7.03710
H -0.49980 0.11450 7.36380
H 1.58070 2.33850 5.32540
H 1.15850 2.77880 2.96830
H -1.00310 3.57880 3.27270
H -0.56380 5.94230 2.94020
H 0.22200 7.74760 1.45680
H -0.59780 7.72030 -0.11670
H 1.06170 7.15160 0.02260
H -0.68040 5.35720 -1.23990
H -0.90760 -1.08680 5.11640
Cl -5.82380 -3.22420 -5.08820
C -4.40120 -2.66140 -4.25160
C -3.14330 -2.89550 -4.82360
C -2.01400 -2.46010 -4.19370
C -2.04970 -1.75990 -2.93630
O -1.00070 -1.37200 -2.36340
C -3.37230 -1.55160 -2.39310
C -3.47870 -0.84800 -1.15350
O -2.53230 -0.45120 -0.48720
C -4.51950 -1.99790 -3.06100
H -3.08950 -3.42800 -5.76380
H -1.04050 -2.62920 -4.63210
H -4.51480 -0.66200 -0.79050
H -5.49080 -1.80660 -2.62500
C 3.88390 0.30240 3.46490
Te 2.19950 -0.79230 2.52250
C 3.19130 -2.73280 2.72520
H 4.65170 -0.38410 3.79750
H 3.50770 0.83700 4.32770
H 4.32660 1.02050 2.78620
H 4.20990 -2.72900 2.35990
H 2.60670 -3.42620 2.13320
H 3.17820 -3.05890 3.76120
C 7.00560 -1.99780 -0.50190
C 5.54590 -1.55300 -0.60680
C 5.25280 -0.52320 0.48180
C 4.54550 -2.69280 -0.53630
C 4.89320 -3.87780 0.09250
C 4.01310 -4.94050 0.15940
C 2.77270 -4.83240 -0.42810
C 2.38370 -3.66960 -1.07810
C 1.09770 -3.66220 -1.86630
C 1.26930 -4.57450 -3.08750
C -0.10910 -4.08680 -1.03460
C 3.26150 -2.57760 -1.11380
N 2.94310 -1.42070 -1.85590
B 2.00320 -0.29130 -1.65130
N 2.49890 0.60210 -2.71290
C 3.49380 -0.00230 -3.46960
C 3.76280 -1.20900 -2.95430
C 2.12840 1.86580 -3.23410
C 1.47490 1.87930 -4.47880
C 1.28940 3.07950 -5.14720
C 1.75190 4.26330 -4.60890
C 2.37770 4.24860 -3.37990
C 2.58190 3.06900 -2.67200
C 3.39670 3.18140 -1.39740
C 2.67610 2.70070 -0.14000
C 4.75130 2.48550 -1.56310
C 1.01420 0.60000 -5.14030
C -0.50530 0.58470 -5.29600
C 1.71050 0.41270 -6.49500
H 7.65610 -1.14840 -0.71040
H 7.23200 -2.79000 -1.21320
H 7.23660 -2.34920 0.50230
H 5.42990 -1.05590 -1.57490
H 5.41100 -0.96040 1.46400
H 4.21640 -0.19630 0.41500
H 5.90820 0.33940 0.37520
H 5.87070 -3.99110 0.53620
H 4.30450 -5.85370 0.66150
H 2.10640 -5.68340 -0.40760
H 0.90270 -2.64480 -2.21570
H 1.45350 -5.60520 -2.78590
H 2.11380 -4.24260 -3.68950
H 0.37080 -4.54880 -3.70100
H 0.01370 -5.08110 -0.60950
H -0.26390 -3.37400 -0.22810
H -1.00070 -4.08680 -1.65890
H 3.93660 0.48560 -4.32160
H 4.45340 -1.96030 -3.30000
H 0.78560 3.08970 -6.10290
H 1.61450 5.19080 -5.14770
H 2.73660 5.18130 -2.96400
H 3.60400 4.25080 -1.25440
H 2.43260 1.63780 -0.20270
H 1.74210 3.24310 -0.01210
H 3.30080 2.87210 0.73720
H 4.62200 1.41370 -1.65470
H 5.38280 2.68930 -0.69890
H 5.25880 2.85340 -2.45570
H 1.27590 -0.24370 -4.49900
H -0.85660 1.42050 -5.89760
H -0.96660 0.64720 -4.31420
H -0.82680 -0.34280 -5.76860
H 1.41860 1.18940 -7.19990
H 1.44580 -0.55320 -6.92400
H 2.79340 0.45110 -6.38110

---

# 3
132
Properties=species:S:1:pos:R:3 method="wB97M-V/def2-TZVPD" homo_energy_ha="-0.008 / -0.040" spin_multiplicity=3 total_charge=-2 gap_ev="4.2 / 4.8" largest_force_ev_per_a=1.118 total_energy_ha=-4626.31778
Ti -0.52633 1.43163 -0.63681
C -3.48110 0.11065 -6.44978
C -2.15634 0.07769 -6.95098
C -1.07988 0.35452 -6.13676
C -1.32263 0.64937 -4.78945
C -0.45718 0.94016 -3.68985
N -1.22634 1.20289 -2.57128
C -2.54848 0.97099 -2.90010
N -3.61111 1.07405 -2.08826
C -3.48284 1.69623 -0.94717
C -4.59737 2.09557 -0.12027
C -5.94429 1.74119 -0.12600
C -6.78387 2.34177 0.79324
C -6.29440 3.29870 1.70388
C -4.96399 3.66903 1.69681
C -4.11340 3.06119 0.77204
C -2.70483 3.21027 0.51693
N -1.95175 4.13552 1.07799
C -0.64897 4.15318 0.88843
N 0.13333 3.16160 0.31176
C 1.45538 3.48649 0.54951
N 2.50835 2.78981 0.20518
C 2.38561 1.87787 -0.75794
N 1.25019 1.69398 -1.53764
C 1.62547 1.05055 -2.70244
N 0.86586 0.80562 -3.75152
C 3.02711 0.74124 -2.62487
C 3.90131 0.10763 -3.51587
C 5.21422 -0.06422 -3.13057
C 5.67126 0.39105 -1.87173
C 4.82331 1.03543 -0.99496
C 3.48869 1.21147 -1.37988
C 1.52476 4.77908 1.19405
C 2.59853 5.61089 1.50012
C 2.32804 6.88057 1.97814
C 1.00231 7.30958 2.17237
C -0.06382 6.47631 1.88757
C 0.20719 5.20685 1.38042
N -2.32948 2.33412 -0.48947
C -2.63934 0.65032 -4.28363
C -3.73202 0.39646 -5.12578
H -4.30657 -0.08783 -7.12455
H -1.99412 -0.17481 -7.99314
H -0.06476 0.33941 -6.51771
H -6.31344 1.00389 -0.82967
H -7.83526 2.07995 0.81798
H -6.97318 3.74403 2.42209
H -4.57767 4.41319 2.38442
H 3.53903 -0.23162 -4.48023
H 5.91310 -0.55038 -3.80365
H 6.70956 0.23788 -1.59702
H 5.16295 1.39552 -0.02810
H 3.61505 5.26272 1.35601
H 3.14246 7.56176 2.19535
H 0.81681 8.31353 2.53833
H -1.08752 6.79883 2.03855
H -4.73988 0.41506 -4.72661
C 2.36693 -4.25112 0.44478
C 2.16059 -2.92049 -0.27065
C 3.18129 -2.76395 -1.39102
C 2.32273 -1.77562 0.72615
O 0.85745 -2.96933 -0.84696
Si -0.48119 -2.01329 -0.91816
O -0.21123 -0.45021 -0.73984
O -1.48721 -2.40462 0.33581
C -2.46598 -3.42601 0.50722
C -3.60974 -3.25968 -0.49439
C -1.81410 -4.79962 0.35484
C -3.00896 -3.26169 1.91998
O -1.22068 -2.50031 -2.29360
C -0.81237 -3.14528 -3.50690
C -1.95435 -2.96255 -4.49260
C 0.47123 -2.54189 -4.06440
C -0.59751 -4.63519 -3.23612
H 3.31853 -4.25468 0.98388
H 2.36060 -5.07423 -0.27561
H 1.55283 -4.41106 1.15699
H 4.18925 -2.67678 -0.97848
H 2.96947 -1.85428 -1.95700
H 3.14365 -3.61928 -2.07119
H 3.37563 -1.60977 0.95802
H 1.78879 -2.01882 1.65273
H 1.91407 -0.85235 0.31232
H -3.23363 -3.33782 -1.51390
H -4.05934 -2.26857 -0.37923
H -4.37127 -4.02661 -0.32394
H -1.37028 -4.89151 -0.63922
H -2.55066 -5.59683 0.49390
H -1.01677 -4.91753 1.09485
H -3.34824 -2.23426 2.06196
H -2.21916 -3.47407 2.64584
H -3.84278 -3.94902 2.09377
H -2.11766 -1.90238 -4.68124
H -2.87610 -3.38347 -4.07912
H -1.72802 -3.46123 -5.43958
H 0.36787 -1.46375 -4.18956
H 0.70451 -2.99021 -5.03446
H 1.29881 -2.72485 -3.37676
H -1.53397 -5.10627 -2.92206
H 0.14670 -4.75633 -2.44548
H -0.23946 -5.13143 -4.14263
S 1.38223 1.95687 3.74460
C 3.04757 1.58376 3.35610
C 3.99052 2.61683 3.19034
C 5.32878 2.34434 2.96205
C 5.78622 1.02903 2.87496
C 4.86917 -0.00348 3.01022
C 3.52432 0.26686 3.25176
H 3.63773 3.63831 3.25074
H 6.03046 3.16531 2.84561
H 6.83661 0.81610 2.71405
H 5.20029 -1.03476 2.93641
H 2.83765 -0.56510 3.37392
C 1.14492 -0.99685 5.79453
C -0.37664 -0.99286 5.62766
C -0.96078 0.36467 6.01387
C -0.80203 -1.40752 4.20813
N -0.90947 -0.36367 3.19889
C 0.00846 0.17171 2.38313
N -0.66623 0.83620 1.44901
N -1.97732 0.77200 1.78481
N -2.14947 0.06611 2.82032
H 1.41852 -0.82263 6.84034
H 1.58320 -0.19528 5.19281
H 1.57396 -1.95628 5.48577
H -0.80056 -1.75741 6.28756
H -0.47224 1.15591 5.44329
H -0.79022 0.55692 7.07690
H -2.03698 0.40768 5.81821
H -1.80038 -1.83263 4.26064
H -0.12248 -2.17052 3.82184
H 0.98630 -0.24986 2.23509